1.
Formula: C41H37CeF5P2S
Source: the OMol25 dataset
Level of theory: ωB97M-V/def2-TZVPD

Geometry (Å):
Ce: 0.69323 2.64705 0.11145
C: 2.10870 1.95658 -1.70635
C: 2.81158 2.59667 -0.68455
C: 2.69177 4.07808 -0.37333
C: 1.61244 4.93834 -1.09212
C: 0.18010 4.42996 -1.12145
C: -0.33069 3.34896 -1.83011
C: 0.22656 2.89437 -3.16831
C: 1.72760 2.56474 -3.03394
C: -2.88322 -1.23574 0.64290
H: 2.15966 0.86727 -1.77823
H: 3.50738 2.04318 -0.03707
H: 3.65143 4.53349 -0.61810
H: 2.65173 4.25866 0.73370
H: 1.53787 5.86835 -0.49829
H: 2.00186 5.20527 -2.09129
H: -0.52085 5.05059 -0.48684
H: -1.29363 2.90066 -1.52210
H: 0.08718 3.66120 -3.94511
H: -0.35080 2.02729 -3.53545
H: 1.97816 1.84009 -3.81722
H: 2.35632 3.44133 -3.21613
H: -2.58163 -2.23035 0.29588
H: -3.97208 -1.18595 0.76256
H: -2.41554 -1.03994 1.61711
P: 1.56517 -1.46671 0.97796
P: -2.30242 0.01487 -0.47763
C: 0.63217 -0.01730 0.29530
C: -0.51038 0.22607 -0.53040
C: 2.52207 -0.89478 2.40249
C: 2.93247 0.45606 2.50662
C: 3.58123 0.91582 3.65662
C: 3.86161 0.05067 4.70978
C: 3.51402 -1.30492 4.59737
C: 2.85561 -1.77359 3.45306
C: 2.66960 -1.86800 -0.41979
C: 2.10229 -2.33669 -1.61725
C: 2.88864 -2.55807 -2.74578
C: 4.26362 -2.33137 -2.69408
C: 4.83775 -1.84445 -1.51979
C: 4.04629 -1.59237 -0.39796
C: -3.22952 1.49933 -0.09246
C: -2.80772 2.38494 0.92820
C: -3.72566 2.66436 1.94812
C: -5.07342 2.32487 1.81357
C: -5.54404 1.77412 0.61097
C: -4.61977 1.36571 -0.35643
C: -2.75918 -0.41302 -2.14942
C: -2.81428 -1.75515 -2.55896
C: -3.12105 -2.05228 -3.89012
C: -3.31362 -1.02055 -4.81527
C: -3.21313 0.31493 -4.41159
C: -2.93614 0.61977 -3.07821
H: 1.56931 0.43456 -0.16831
H: -0.23238 0.50375 -1.57317
H: 2.77431 1.14680 1.67495
H: 3.85927 1.97253 3.73815
H: 4.33362 0.42183 5.62078
H: 3.75596 -1.99129 5.40584
H: 2.60167 -2.82526 3.36185
H: 1.02802 -2.52212 -1.68974
H: 2.42041 -2.91248 -3.66448
H: 4.88109 -2.54093 -3.56784
H: 5.91150 -1.65247 -1.47465
H: 4.50788 -1.17195 0.50140
H: -1.81449 2.83489 0.96511
H: -3.37452 3.13605 2.86526
H: -5.77137 2.49675 2.63797
H: -6.61271 1.61337 0.44363
H: -4.96403 0.87404 -1.27235
H: -2.62430 -2.55370 -1.84249
H: -3.20365 -3.09446 -4.20493
H: -3.53740 -1.25663 -5.85321
H: -3.35041 1.12631 -5.12867
H: -2.87455 1.66244 -2.75507
F: -2.24430 -5.78719 5.44141
C: -1.66011 -5.10496 4.43712
C: -1.38193 -5.75938 3.23192
F: -1.68325 -7.06636 3.05959
C: -0.80224 -5.03273 2.21013
F: -0.56845 -5.61054 0.99698
C: -0.46517 -3.67872 2.37085
S: 0.16362 -2.93978 0.88954
C: -0.81392 -3.02096 3.55631
F: -0.67908 -1.68409 3.68103
C: -1.38338 -3.74330 4.59999
F: -1.70239 -3.11651 5.75257

The value obtained for the HOMO energy (spin up / spin down) is -11.2333 / -11.5930 eV. As for the net charge: +2. The multiplicity is 1. For the HOMO-LUMO gap (spin up / spin down), the calculation gives 4.169 / 4.896 eV. As for the LUMO energy (spin up / spin down): -7.1 / -6.7 eV.

Atomic partial charges in e from the Löwdin method, atoms 1 to 4:
1. Ce 1.13
2. C -0.23
3. C -0.28
4. C -0.22

2.
Formula: C41H37Cl5P2Sn
Source: the OMol25 dataset
Level of theory: ωB97M-V/def2-TZVPD

Geometry (Å):
Sn: 0.19398 3.17410 -2.57227
C: -1.45711 1.88646 -2.62739
C: -0.97681 0.54225 -2.36439
C: 0.34267 -0.08303 -2.68195
C: 1.00704 0.46788 -4.00686
C: 1.23167 1.96922 -3.97040
C: 0.41647 2.91493 -4.68171
C: -1.00598 2.63054 -5.16184
C: -1.99226 2.00232 -4.11768
C: 2.21845 0.48089 2.80566
H: -2.25588 2.16796 -1.90771
H: -1.76953 -0.20046 -2.62312
H: 0.22277 -1.21482 -2.75797
H: 1.01950 -0.03519 -1.78334
H: 2.01509 0.00501 -4.10476
H: 0.39449 0.18481 -4.89719
H: 2.26956 2.24581 -3.79055
H: 0.88553 3.81146 -5.10665
H: -1.02253 2.02772 -6.09665
H: -1.41612 3.62550 -5.42262
H: -2.92830 2.59643 -4.10077
H: -2.27770 1.00442 -4.50175
H: 0.92486 0.50504 3.23858
H: 2.61147 1.50019 2.81289
H: 2.75001 -0.12814 3.54150
P: -1.72958 -0.82486 -0.34699
P: 2.42959 -0.22769 1.20441
C: -0.29725 -0.36727 0.65196
C: 0.91281 -1.00052 0.60391
C: -2.19606 -2.51625 -0.08103
C: -2.18465 -3.39592 -1.18622
C: -2.61754 -4.71160 -1.00650
C: -3.03362 -5.14056 0.26754
C: -3.02889 -4.26454 1.36656
C: -2.60934 -2.94387 1.19285
C: -3.14195 0.17521 0.25137
C: -2.89634 1.45230 0.77481
C: -3.94412 2.25580 1.22100
C: -5.26841 1.85742 1.04613
C: -5.52643 0.57890 0.53754
C: -4.47750 -0.26454 0.15820
C: 3.71917 -1.50112 1.26085
C: 3.34200 -2.83845 1.47636
C: 4.31599 -3.82816 1.64672
C: 5.67313 -3.49317 1.61957
C: 6.05512 -2.16819 1.38310
C: 5.08877 -1.17243 1.21879
C: 3.03209 1.07185 0.07176
C: 2.70685 2.41949 0.32338
C: 3.31528 3.44107 -0.40773
C: 4.23516 3.13687 -1.41319
C: 4.48239 1.80229 -1.73945
C: 3.85939 0.77672 -1.02707
H: -0.35685 0.62400 1.12985
H: 0.97326 -2.04194 0.23700
H: -1.84740 -3.02817 -2.16595
H: -2.63539 -5.39621 -1.86487
H: -3.36588 -6.17120 0.40644
H: -3.35478 -4.58555 2.36146
H: -2.59379 -2.23711 2.02791
H: -1.88328 1.84140 0.84608
H: -3.72414 3.20681 1.69782
H: -6.08524 2.53002 1.31537
H: -6.56148 0.25046 0.41780
H: -4.70181 -1.25685 -0.23621
H: 2.28255 -3.09972 1.50381
H: 4.00605 -4.86444 1.80056
H: 6.42646 -4.26632 1.77490
H: 7.11472 -1.91469 1.32176
H: 5.40050 -0.13985 1.04707
H: 1.98704 2.67200 1.10955
H: 3.06700 4.48304 -0.19317
H: 4.73730 3.93795 -1.96030
H: 5.16600 1.55492 -2.55167
H: 4.03400 -0.26437 -1.31461
Cl: -0.07759 -2.18131 3.63890
C: -0.86348 -0.66782 3.98815
C: -0.22428 0.50938 3.67073
C: -0.93147 1.68750 3.74873
Cl: -0.35263 3.08292 2.90748
C: -2.15965 1.75164 4.44723
Cl: -2.95848 3.25568 4.68742
C: -2.75987 0.55323 4.89212
Cl: -4.21079 0.59334 5.78272
C: -2.15573 -0.67319 4.55940
Cl: -3.00826 -2.13564 4.77685

The value obtained for the HOMO energy (spin up / spin down) is -5.3507 / -5.3311 eV. The calculation puts the energy above the lowest of the compared OMol25 structures with the same formula, charge and spin at 1.272 eV. The multiplicity is 1. For the HOMO-LUMO gap (spin up / spin down), the calculation gives 4.279 / 4.235 eV. As for the LUMO energy (spin up / spin down): -1.1 / -1.1 eV.

Atomic partial charges in e from the Löwdin method, atoms 1 to 4:
1. Sn 0.95
2. C -0.49
3. C -0.20
4. C -0.23

| no. | energy (eV) |
| --- | --- |
| 1 | -99021.7837 |
| 2 | -130129.4406 |